Entry 1:
DFT (ωB97M-V/def2-TZVPD) results for C8H10AsCl2O6OsS as an isolated structure.

For the HOMO energy, the calculation gives -13.122 eV. Its LUMO energy is -4.9 eV. The value obtained for the total energy is -4406.979009 hartree. As for the energy relative to the best compared isomer or geometry (same formula, charge and spin): 0.0 kcal/mol. For the gap between HOMO and LUMO, the calculation gives 8.23 eV. Its charge is +1. The spin multiplicity is 1.

Last column: Mulliken charge in e.
Element x y z (Å)
Os (1.36, -0.49, -1.24)  1.2050
Cl (3.91, 0.35, -1.40)  -0.0202
C (3.35, 1.31, -2.78)  -0.2303
Cl (1.84, 0.53, -3.40)  -0.0495
H (4.09, 1.30, -3.57)  0.3776
H (3.09, 2.31, -2.44)  0.3270
O (-3.05, -1.28, -1.15)  -0.5575
As (-1.54, -1.45, -0.31)  0.9850
O (-1.16, -2.96, 0.07)  -0.6397
O (-0.46, -0.73, -1.55)  -0.5457
C (-1.74, -0.01, 0.97)  -0.0997
C (-3.04, 0.35, 1.29)  -0.3720
C (-3.28, 1.35, 2.23)  -0.6464
C (-2.24, 1.99, 2.87)  -0.6302
C (-0.93, 1.65, 2.56)  -0.8160
C (-0.69, 0.66, 1.62)  0.7833
S (1.00, 0.30, 1.30)  1.4121
O (1.42, 1.07, 0.03)  -0.5385
O (1.80, 0.59, 2.43)  -0.5721
O (1.03, -1.09, 0.73)  -0.6529
H (-3.35, -2.15, -1.45)  0.3510
H (-3.86, -0.14, 0.81)  0.5435
H (-4.31, 1.61, 2.47)  0.4059
H (-2.43, 2.76, 3.60)  0.4228
H (-0.10, 2.13, 3.06)  0.4824
C (2.29, -2.24, -1.60)  -1.0069
H (2.38, -2.88, -0.72)  0.3863
H (3.18, -2.24, -2.22)  0.3892
H (1.44, -2.61, -2.22)  0.3063

Entry 2:
DFT (ωB97M-V/def2-TZVPD) results for C8H10AuBrNO13P2S as an isolated structure.

For the HOMO energy (alpha / beta), the calculation gives -6.590 / -7.236 eV. Its LUMO energy (alpha / beta) is 2.4 / 0.5 eV. The value obtained for the total energy is -5134.576947 hartree. As for the energy relative to the best compared isomer or geometry (same formula, charge and spin): 0.8 kcal/mol. For the gap between HOMO and LUMO (alpha / beta), the calculation gives 8.95 / 7.75 eV. Its charge is -1. The spin multiplicity is 3.

Last column: Mulliken charge in e.
Element x y z (Å)
Au (-0.36, -0.38, -2.73)  1.1232
C (1.86, 2.74, 0.02)  -1.7840
C (1.16, 1.79, -0.96)  0.7661
O (-0.08, 1.37, -0.40)  -0.5601
P (2.31, 0.46, -1.47)  1.1380
O (3.63, 1.23, -1.81)  -0.5632
O (2.68, -0.42, -0.22)  -0.6638
O (1.80, -0.35, -2.63)  -0.7791
P (0.78, 2.62, -2.56)  1.0630
O (-0.12, 3.88, -2.15)  -0.5848
O (2.08, 3.07, -3.13)  -0.8472
O (-0.10, 1.66, -3.36)  -0.7428
H (2.31, 2.18, 0.84)  0.4246
H (1.10, 3.41, 0.42)  0.4016
H (2.63, 3.33, -0.48)  0.3585
H (-0.04, 0.45, -0.05)  0.3036
H (3.38, 1.98, -2.41)  0.4286
H (1.88, -0.97, 0.00)  0.6337
H (-1.01, 3.59, -1.95)  0.3253
O (-3.44, -2.88, -1.98)  -0.6243
S (-2.29, -2.06, -1.78)  1.3622
O (-2.02, -2.02, -0.25)  -0.3062
O (-2.47, -0.64, -2.23)  -0.7430
O (-1.03, -2.51, -2.44)  -0.7132
Br (-3.18, 0.78, 4.07)  -0.2025
C (-2.04, -0.63, 3.54)  -0.2172
C (-1.39, -1.39, 4.52)  -0.1594
N (-0.58, -2.39, 4.21)  -0.6429
C (-0.38, -2.66, 2.93)  -0.1387
C (-0.99, -1.97, 1.89)  0.1107
C (-1.84, -0.92, 2.21)  -0.2738
C (-0.62, -2.25, 0.43)  0.8946
O (-0.34, -3.58, 0.33)  -0.4514
O (0.30, -1.51, -0.09)  -0.7431
H (-1.55, -1.17, 5.57)  0.3689
H (0.30, -3.47, 2.70)  0.4504
H (-2.33, -0.35, 1.43)  0.5878

Entry 3:
DFT (ωB97M-V/def2-TZVPD) results for C8H10AuCl3GeN2O2S2 as an isolated structure.

For the HOMO energy (alpha / beta), the calculation gives -12.552 / -12.559 eV. Its LUMO energy (alpha / beta) is -6.6 / -7.3 eV. The value obtained for the total energy is -4960.129118 hartree. As for the energy relative to the best compared isomer or geometry (same formula, charge and spin): 13.8 kcal/mol. For the gap between HOMO and LUMO (alpha / beta), the calculation gives 6.00 / 5.30 eV. Its charge is +1. The spin multiplicity is 2.

Last column: Mulliken charge in e.
Element x y z (Å)
Au (-0.18, 0.00, -0.01)  0.9933
C (2.81, -0.65, -0.90)  -0.7507
O (2.01, -0.02, 0.13)  -0.4362
C (2.48, -0.37, 1.45)  -0.3993
C (1.70, 0.41, 2.47)  -0.6605
O (0.36, -0.05, 2.44)  -0.1372
C (-0.48, 0.56, 3.43)  -0.8597
H (3.85, -0.33, -0.77)  0.3141
H (2.44, -0.31, -1.86)  0.2555
H (2.74, -1.74, -0.82)  0.3834
H (3.54, -0.12, 1.51)  0.4348
H (2.35, -1.44, 1.60)  0.2900
H (1.73, 1.49, 2.25)  0.3500
H (2.13, 0.25, 3.46)  0.4484
H (-0.08, 0.35, 4.42)  0.3129
H (-1.47, 0.11, 3.33)  0.2922
H (-0.54, 1.64, 3.27)  0.3438
S (-2.30, 0.81, 0.24)  -0.0961
C (-2.12, 1.90, -1.11)  0.4749
S (-0.55, 1.54, -1.78)  -0.2122
C (-3.01, 2.82, -1.52)  0.7919
C (-2.69, 3.66, -2.63)  -0.2062
N (-2.43, 4.31, -3.54)  -0.3238
C (-4.25, 2.95, -0.82)  -0.2188
N (-5.25, 3.05, -0.26)  -0.3242
Cl (-2.71, -2.86, -0.15)  -0.1770
Ge (-0.64, -2.49, -0.05)  0.5604
Cl (0.25, -3.44, 1.62)  -0.2301
Cl (0.34, -3.06, -1.84)  -0.2136

Entry 4:
DFT (ωB97M-V/def2-TZVPD) results for C8H10Br12O2 as an isolated structure at a distorted geometry.

For the HOMO energy, the calculation gives -9.725 eV. Its LUMO energy is -0.5 eV. The value obtained for the total energy is -31349.409346 hartree. As for the energy relative to the best compared isomer or geometry (same formula, charge and spin): 20.3 kcal/mol. For the gap between HOMO and LUMO, the calculation gives 9.18 eV. Its charge is 0. The spin multiplicity is 1.

Last column: Mulliken charge in e.
Element x y z (Å)
C (-1.80, 2.11, -0.61)  -0.3614
Br (-1.80, 0.11, -1.01)  0.1017
Br (-2.07, 2.47, 1.30)  -0.0248
Br (-3.28, 2.88, -1.67)  -0.0327
H (-0.92, 2.61, -1.01)  0.3603
C (-0.63, 0.79, -4.34)  0.4557
Br (-0.18, 2.62, -4.07)  -0.0410
Br (0.53, 0.17, -5.77)  -0.0602
Br (-2.56, 0.51, -4.92)  -0.0306
H (-0.38, 0.15, -3.49)  -0.4437
C (1.98, 0.02, -1.50)  0.5135
Br (2.20, 2.00, -1.64)  -0.0745
Br (3.23, -0.66, -0.22)  -0.0536
Br (2.33, -0.82, -3.21)  0.0220
H (0.96, -0.18, -1.18)  -0.4214
C (-0.75, -3.31, -1.41)  0.2923
Br (0.47, -4.88, -1.52)  -0.0586
Br (-2.43, -3.78, -0.43)  -0.0254
Br (-1.05, -2.57, -3.27)  0.0696
H (-0.27, -2.50, -0.86)  -0.2438
O (0.23, -1.13, 1.12)  -0.4425
C (0.30, -0.56, 2.19)  0.4310
O (-0.81, 0.06, 2.68)  -0.2899
C (-0.57, 0.74, 3.92)  -0.3213
C (0.97, 0.73, 4.05)  -0.7443
C (1.48, -0.42, 3.18)  -0.2011
H (-1.17, 0.28, 4.70)  0.3035
H (-0.74, 1.81, 3.98)  0.2132
H (1.30, 0.54, 5.07)  0.3223
H (1.37, 1.65, 3.61)  0.3256
H (1.72, -1.39, 3.63)  0.3594
H (2.38, -0.05, 2.69)  0.1008

- What is the energy relative to the best compared isomer or geometry (same formula, charge and spin) in the third record?
  13.8 kcal/mol